DFT (ωB97M-V/def2-TZVPD) results for a molecular structure, C79H176ClF12N10O15S4 at a distorted geometry.

Structure (ORCA input):
```
! wB97M-V def2-TZVPD RIJCOSX def2/J DEFGRID3
* xyz 5 1
C -8.218 -4.563 0.067
C -7.955 -5.880 -0.769
C -6.622 -5.724 -1.501
C -6.855 -5.066 -2.852
N -5.709 -4.688 -3.561
C -5.881 -4.430 -5.118
C -5.501 -5.693 -5.755
C -4.318 -6.085 -5.006
C -4.527 -5.674 -3.559
C -5.333 -3.453 -2.916
H -9.264 -4.556 0.489
H -8.234 -3.524 -0.385
H -7.442 -4.482 0.808
H -8.846 -6.125 -1.435
H -7.790 -6.710 -0.064
H -6.296 -6.765 -1.579
H -5.818 -5.241 -0.944
H -7.431 -4.181 -2.766
H -7.379 -5.693 -3.564
H -5.170 -3.646 -5.232
H -6.864 -4.101 -5.307
H -5.381 -5.544 -6.837
H -6.310 -6.402 -5.747
H -3.378 -5.587 -5.342
H -4.099 -7.155 -5.093
H -3.658 -5.048 -3.154
H -4.749 -6.483 -2.792
H -4.428 -3.089 -3.381
H -4.997 -3.710 -1.893
H -6.071 -2.666 -2.876
C 7.129 7.691 -4.866
C 6.161 7.015 -5.897
C 4.853 7.869 -6.119
C 3.963 7.162 -7.075
N 2.588 7.810 -7.219
C 1.999 6.971 -8.319
C 1.874 7.971 -9.499
C 1.653 9.309 -8.792
C 2.655 9.287 -7.762
C 1.827 7.794 -5.905
H 7.720 8.479 -5.347
H 7.894 6.979 -4.536
H 6.674 8.114 -3.938
H 5.928 6.042 -5.515
H 6.682 6.912 -6.835
H 5.104 8.917 -6.378
H 4.260 8.054 -5.238
H 3.821 6.099 -6.865
H 4.358 7.384 -8.075
H 0.979 6.596 -7.968
H 2.717 6.209 -8.414
H 1.024 7.699 -10.200
H 2.820 8.050 -10.070
H 0.596 9.439 -8.394
H 1.744 10.067 -9.598
H 2.555 10.045 -6.987
H 3.677 9.433 -8.095
H 2.023 6.946 -5.273
H 0.794 8.033 -6.069
H 2.213 8.604 -5.341
C -6.159 4.918 -8.191
C -5.671 3.481 -8.273
C -4.300 3.347 -7.469
C -3.401 2.458 -8.440
N -1.930 2.298 -7.971
C -1.259 1.193 -8.778
C -0.012 0.856 -7.947
C -0.441 1.017 -6.487
C -1.759 1.725 -6.585
C -1.208 3.600 -8.174
H -7.089 5.056 -8.671
H -5.299 5.537 -8.482
H -6.381 5.145 -7.110
H -5.592 3.099 -9.299
H -6.411 2.781 -7.819
H -4.449 2.793 -6.463
H -3.850 4.345 -7.296
H -3.501 2.798 -9.404
H -3.968 1.475 -8.346
H -1.101 1.653 -9.727
H -2.017 0.348 -8.844
H 0.827 1.572 -8.129
H 0.367 -0.113 -8.198
H 0.252 1.659 -5.965
H -0.629 0.096 -5.921
H -1.968 2.493 -5.806
H -2.511 0.996 -6.550
H -0.259 3.533 -7.614
H -1.750 4.443 -7.760
H -1.163 3.755 -9.234
C -9.675 2.655 1.828
C -8.538 3.048 0.890
C -7.313 2.258 1.344
C -6.100 2.659 0.416
N -4.834 1.949 0.762
C -4.882 0.455 0.968
C -3.577 0.152 1.602
C -3.339 1.288 2.589
C -4.211 2.453 1.990
C -3.954 2.140 -0.475
H -9.734 3.220 2.743
H -9.642 1.553 2.061
H -10.562 2.917 1.307
H -8.438 4.139 0.935
H -8.705 2.760 -0.185
H -7.621 1.259 1.317
H -7.184 2.552 2.413
H -5.806 3.684 0.469
H -6.360 2.358 -0.602
H -5.086 -0.133 0.072
H -5.722 0.273 1.608
H -2.870 0.077 0.754
H -3.501 -0.866 2.028
H -2.317 1.534 2.697
H -3.621 1.056 3.598
H -3.678 3.347 1.669
H -4.974 2.827 2.699
H -4.286 1.566 -1.352
H -2.962 1.810 -0.260
H -3.863 3.160 -0.831
C 5.199 2.778 1.712
C 4.261 2.893 0.530
C 2.869 3.449 0.871
C 2.192 2.670 1.955
N 0.758 3.210 2.272
C 0.817 4.661 2.883
C 0.840 4.415 4.411
C 0.844 2.896 4.644
C 0.183 2.376 3.405
C -0.089 3.168 1.051
H 4.978 1.941 2.384
H 5.216 3.747 2.134
H 6.224 2.600 1.470
H 4.114 2.011 -0.024
H 4.620 3.619 -0.201
H 2.319 3.433 -0.104
H 2.919 4.480 1.246
H 2.769 2.710 2.922
H 2.050 1.580 1.756
H -0.056 5.198 2.547
H 1.654 5.265 2.538
H -0.062 4.704 4.871
H 1.690 4.957 4.920
H 0.285 2.738 5.594
H 1.861 2.450 4.785
H -0.895 2.508 3.460
H 0.295 1.339 3.120
H 0.409 3.599 0.195
H -1.073 3.506 1.167
H -0.144 2.117 0.666
C 2.620 -6.390 5.029
C 1.254 -6.990 4.693
C 0.243 -6.179 3.876
C -0.095 -4.843 4.539
N -1.478 -4.303 4.120
C -1.711 -2.934 4.679
C -2.035 -3.036 6.176
C -2.702 -4.438 6.248
C -2.545 -5.066 4.843
C -1.597 -4.257 2.671
H 3.126 -7.093 5.677
H 2.622 -5.525 5.656
H 3.246 -6.217 4.174
H 0.789 -7.197 5.663
H 1.327 -7.888 4.065
H -0.601 -6.836 3.813
H 0.607 -5.938 2.863
H 0.671 -4.065 4.270
H -0.099 -5.049 5.586
H -2.628 -2.557 4.211
H -0.886 -2.224 4.467
H -2.844 -2.292 6.390
H -1.139 -2.901 6.748
H -3.732 -4.503 6.602
H -2.110 -5.057 6.955
H -3.477 -4.973 4.288
H -2.314 -6.170 4.944
H -0.926 -3.490 2.229
H -2.584 -3.974 2.349
H -1.357 -5.223 2.179
C 13.747 -2.310 11.726
C 13.982 -3.538 12.175
C 14.867 -4.374 12.542
C 12.592 -9.484 11.121
N 11.440 -9.555 11.658
C 11.556 -10.732 9.003
C 10.627 -9.590 8.473
C 10.102 -8.605 9.553
C 10.233 -9.109 10.965
C 11.079 -9.616 13.261
H 14.488 -1.493 11.550
H 0.058 13.464 9.847
H -14.818 7.396 -6.878
H 12.786 -1.617 11.340
H 13.185 -3.520 11.284
H 14.882 -5.576 12.157
H 15.563 -3.987 13.609
H 13.683 -9.674 11.669
H 12.201 -8.946 10.184
H 11.083 -11.644 9.386
H 12.493 -10.968 8.519
H 9.812 -9.901 7.976
H 11.135 -8.795 7.849
H 8.987 -8.413 9.485
H 10.523 -7.540 9.425
H 9.508 -9.908 11.075
H 10.049 -8.264 11.605
H 10.590 -8.708 13.569
H 12.015 -9.787 13.680
H 10.331 -10.396 13.282
C -4.544 6.211 9.111
C -5.547 6.418 7.943
C -6.688 7.257 8.449
O -7.624 7.474 7.403
C -8.708 8.372 7.882
N -4.899 7.150 6.757
H -3.911 6.879 6.777
H -5.208 6.805 5.881
H -5.053 8.125 6.896
H -3.659 5.708 8.809
H -5.010 5.628 9.950
H -4.235 7.128 9.606
H -5.846 5.464 7.494
H -6.279 8.161 8.853
H -7.212 6.658 9.236
H -8.307 9.322 8.209
H -9.218 7.998 8.778
H -9.488 8.432 7.141
C 0.670 -6.405 -0.695
C 0.079 -5.974 -2.075
C -1.021 -6.828 -2.587
O -1.494 -6.425 -3.840
C -0.832 -6.936 -5.039
N -0.463 -4.605 -1.995
H -1.399 -4.508 -1.547
H 0.204 -3.980 -1.433
H -0.614 -4.235 -2.912
H 1.204 -7.281 -0.893
H -0.191 -6.477 -0.028
H 1.313 -5.587 -0.260
H 0.928 -5.869 -2.690
H -1.935 -6.667 -1.993
H -0.753 -7.880 -2.545
H -1.158 -6.223 -5.836
H -1.135 -7.999 -5.215
H 0.237 -6.855 -4.916
C 9.227 -3.031 -4.048
C 8.850 -2.987 -5.501
C 7.979 -1.803 -5.960
O 6.793 -1.733 -5.180
C 5.731 -1.247 -5.982
N 10.064 -3.210 -6.417
H 10.522 -4.064 -6.116
H 9.681 -3.199 -7.382
H 10.737 -2.481 -6.429
H 10.064 -2.383 -3.914
H 9.418 -3.988 -3.670
H 8.370 -2.778 -3.414
H 8.178 -3.803 -5.831
H 7.821 -1.924 -7.043
H 8.414 -0.797 -5.829
H 5.563 -1.923 -6.842
H 6.007 -0.228 -6.248
H 4.823 -1.265 -5.389
Cl -3.173 -4.767 -0.321
C -0.553 -1.171 -0.003
F -0.779 -0.129 0.809
F -1.477 -2.052 0.160
F -0.661 -0.726 -1.273
S 1.091 -1.879 0.301
O 1.947 -0.918 -0.446
O 1.134 -1.856 1.712
O 1.067 -3.234 -0.282
C -3.690 3.384 6.100
F -4.451 3.724 7.159
F -2.566 2.852 6.598
F -4.309 2.398 5.488
S -3.312 4.822 4.994
O -4.613 5.264 4.493
O -2.743 5.736 6.011
O -2.406 4.271 3.960
C 1.220 3.782 -3.580
F 0.739 4.884 -2.919
F 1.720 2.991 -2.669
F 0.241 3.168 -4.191
S 2.505 4.103 -4.901
O 3.372 5.088 -4.338
O 3.002 2.766 -5.077
O 1.625 4.582 -5.992
C -5.645 0.442 -4.116
F -5.695 1.343 -5.112
F -6.257 0.989 -3.038
F -6.383 -0.603 -4.513
S -3.890 -0.080 -3.623
O -3.125 1.148 -3.870
O -4.062 -0.437 -2.222
O -3.560 -1.240 -4.501
*
```

For the calculated total energy, the calculation gives -8040.6356 a.u. For the largest force on an atom, the calculation gives 0.1490 hartree/bohr.

---

DFT (ωB97M-V/def2-TZVPD) results for 6 unconnected molecules or ions with the total composition C79H57BrN3O11S at a distorted geometry.

Structure (ORCA input):
```
! wB97M-V def2-TZVPD RIJCOSX def2/J DEFGRID3
* xyz 1 1
Br 4.643 7.577 -2.263
C 3.742 5.949 -3.034
C 4.209 5.617 -4.588
C 5.750 6.056 -4.935
N 6.216 5.606 -6.314
C 6.798 6.712 -7.165
C 5.731 7.466 -8.155
C 4.170 7.468 -7.595
C 3.182 8.492 -8.406
S 2.819 10.113 -7.546
C 4.157 10.607 -6.336
N 4.025 11.759 -5.318
N 5.162 11.915 -4.502
C 6.094 10.807 -5.002
O 5.492 10.029 -6.119
H 2.577 6.196 -3.042
H 3.957 4.996 -2.383
H 3.389 6.083 -5.282
H 4.149 4.445 -4.725
H 5.966 7.206 -4.870
H 6.456 5.545 -4.124
H 5.481 5.043 -6.835
H 7.004 4.913 -6.134
H 7.600 6.193 -7.879
H 7.416 7.521 -6.553
H 5.794 7.042 -9.267
H 6.027 8.614 -8.253
H 4.169 7.773 -6.466
H 3.793 6.344 -7.734
H 2.160 7.922 -8.572
H 3.581 8.756 -9.493
H 7.169 10.578 -4.546
C 0.188 -0.468 1.966
C 0.188 -0.117 0.616
C 0.619 1.152 0.225
C 1.039 2.078 1.188
C 1.015 1.735 2.539
C 0.599 0.455 2.929
C 1.409 2.720 3.567
O 1.391 2.419 4.754
C 1.816 4.075 3.144
C 2.136 5.037 4.111
C 2.534 6.317 3.720
C 2.623 6.637 2.365
C 2.299 5.682 1.400
C 1.885 4.402 1.791
C 1.510 3.411 0.763
O 1.584 3.692 -0.428
H -0.139 -1.459 2.271
H -0.144 -0.832 -0.133
H 0.622 1.417 -0.831
H 0.591 0.176 3.981
H 2.072 4.795 5.171
H 2.777 7.064 4.473
H 2.940 7.632 2.060
H 2.366 5.941 0.344
C -0.644 4.591 -2.599
C 0.629 4.371 -3.123
C 0.774 3.865 -4.416
C -0.359 3.568 -5.184
C -1.632 3.765 -4.650
C -1.775 4.289 -3.359
C -2.833 3.408 -5.432
O -3.952 3.584 -4.965
C -2.667 2.828 -6.779
C -3.796 2.431 -7.508
C -3.649 1.894 -8.788
C -2.378 1.760 -9.347
C -1.251 2.149 -8.621
C -1.396 2.675 -7.331
C -0.196 3.050 -6.557
O 0.921 2.929 -7.045
H -0.757 4.994 -1.595
H 1.511 4.594 -2.527
H 1.771 3.700 -4.821
H -2.766 4.458 -2.941
H -4.792 2.535 -7.080
H -4.526 1.581 -9.350
H -2.263 1.348 -10.347
H -0.262 2.037 -9.062
C -4.682 -5.022 2.423
C -5.330 -5.908 3.283
C -5.034 -5.898 4.648
C -4.079 -5.007 5.151
C -3.413 -4.139 4.287
C -3.724 -4.138 2.921
C -2.368 -3.230 4.799
O -1.786 -2.464 4.041
C -2.028 -3.263 6.236
C -0.999 -2.448 6.725
C -0.681 -2.464 8.085
C -1.393 -3.284 8.959
C -2.415 -4.101 8.474
C -2.727 -4.098 7.108
C -3.785 -4.992 6.598
O -4.409 -5.717 7.365
H -4.920 -5.023 1.361
H -6.068 -6.606 2.893
H -5.548 -6.589 5.314
H -3.219 -3.453 2.242
H -0.440 -1.802 6.050
H 0.122 -1.834 8.462
H -1.150 -3.291 10.019
H -2.964 -4.743 9.161
C 3.815 -5.556 -2.331
C 3.218 -4.705 -1.402
C 2.825 -3.421 -1.784
C 3.041 -2.982 -3.096
C 3.661 -3.825 -4.018
C 4.038 -5.120 -3.638
C 3.939 -3.356 -5.391
O 4.480 -4.097 -6.202
C 3.563 -1.979 -5.769
C 3.873 -1.502 -7.049
C 3.510 -0.205 -7.419
C 2.830 0.613 -6.518
C 2.525 0.142 -5.240
C 2.901 -1.153 -4.862
C 2.606 -1.629 -3.496
O 2.012 -0.909 -2.701
H 4.113 -6.560 -2.036
H 3.056 -5.040 -0.381
H 2.354 -2.763 -1.055
H 4.510 -5.788 -4.356
H 4.401 -2.135 -7.760
H 3.756 0.165 -8.412
H 2.540 1.621 -6.808
H 1.998 0.789 -4.540
C -8.019 -13.249 10.406
C -8.018 -12.899 9.056
C -7.587 -11.630 8.664
C -7.167 -10.704 9.627
C -7.191 -11.047 10.979
C -7.607 -12.326 11.368
C -6.797 -10.061 12.006
O -6.815 -10.362 13.193
C -6.391 -8.706 11.584
C -6.071 -7.745 12.551
C -5.672 -6.465 12.159
C -5.584 -6.145 10.805
C -5.908 -7.099 9.839
C -6.321 -8.380 10.230
C -6.696 -9.371 9.202
O -6.623 -9.089 8.012
H -8.346 -14.241 10.710
H -8.351 -13.614 8.307
H -7.584 -11.365 7.608
H -7.616 -12.605 12.420
H -6.134 -7.987 13.610
H -5.429 -5.718 12.912
H -5.266 -5.150 10.499
H -5.841 -6.841 8.784
*
```

For the calculated total energy, the calculation gives -7008.3498 a.u. For the largest force on an atom, the calculation gives 0.1722 hartree/bohr.

---

DFT (ωB97M-V/def2-TZVPD) results for a single C7F12O molecule at a distorted geometry.

Structure (ORCA input):
```
! wB97M-V def2-TZVPD RIJCOSX def2/J DEFGRID3
* xyz 0 1
O 2.162 2.733 0.598
F 1.062 2.051 2.351
F -1.628 -1.810 0.562
F -1.591 -2.328 -1.545
F -1.117 0.276 -2.107
F -2.845 0.257 -0.738
F 1.156 -1.480 -1.722
F 0.685 -2.801 -0.026
F -1.097 2.399 0.062
F -1.434 0.762 1.409
F 2.509 -0.731 0.490
F 0.731 -0.919 1.739
F 1.158 1.113 -1.105
C 1.408 1.891 1.096
C -1.097 -1.365 -0.612
C -1.461 0.102 -0.847
C 0.450 -1.554 -0.481
C -0.871 1.073 0.227
C 1.154 -0.553 0.470
C 0.667 0.882 0.177
*
```

For the calculated total energy, the calculation gives -1540.3436 a.u. The energy relative to the best compared isomer or geometry (same formula, charge and spin) comes out at 0.639 eV. For the largest force on an atom, the calculation gives 0.1171 hartree/bohr. As for the SMILES: O=C(F)C1(F)C(F)(F)C(F)(F)C(F)(F)C(F)(F)C1(F)F.